(1)
A structure of composition C3H5NS2 in a non-equilibrium geometry. Source: the Open Molecules 2025 dataset; level of theory: the ωB97M-V functional and the def2-TZVPD basis.

DFT total energy, eV: -26349.189
E_HOMO (spin up / spin down), eV: -8.4 / -8.4
Energy above the lowest of the compared OMol25 structures with the same formula, charge and spin, kJ/mol: 341.98
Lowest unoccupied orbital energy (spin up / spin down), eV: -0.1726 / -0.1725

```
! RIJCOSX wB97M-V def2-TZVPD def2/J DEFGRID3
* xyz 0 1
C 1.70000 0.86473 -0.51788
C -0.58610 -0.01019 -0.29757
C -0.92574 -0.51184 1.12679
N 0.49538 -0.62042 -0.94945
S 3.22837 0.87445 -0.69456
S 0.31260 1.61147 0.12779
H -1.59174 0.24384 -0.94697
H -1.21985 0.35138 1.70433
H -0.11720 -1.07184 1.33407
H -1.82837 -1.16137 1.14389
H 0.53265 -0.57020 -2.03045
*
```

=====

(2)
A cluster of 3 separate species, C5H10I2N2S2 in total in a non-equilibrium geometry. Source: the Open Molecules 2025 dataset; level of theory: the ωB97M-V functional and the def2-TZVPD basis.

DFT total energy, eV: -46196.322
E_HOMO, eV: -9.0
Energy above the lowest of the compared OMol25 structures with the same formula, charge and spin, kJ/mol: 62.04
Lowest unoccupied orbital energy, eV: -0.9560

```
! RIJCOSX wB97M-V def2-TZVPD def2/J DEFGRID3
* xyz 0 1
C -2.03060 1.02685 -0.32969
C -1.71930 -0.31202 -1.06278
C -0.06220 1.35495 -1.47293
C -0.72217 1.72613 -0.11618
C -0.53889 -0.06290 -1.68599
N 0.93504 -2.27545 1.45011
N 2.32821 -1.82472 -0.73958
S 0.44285 1.24728 1.16242
S 0.91907 -2.08348 -0.09292
I -1.04732 0.66687 3.02355
I 3.69339 -0.76166 3.11603
H -2.74366 1.53477 -0.94025
H -2.49278 0.77814 0.67274
H 2.50039 -1.56590 2.32073
H -2.18740 -1.28178 -0.86594
H -0.45789 2.09311 -2.29481
H 1.04599 1.59232 -1.48407
H -0.98744 2.88156 -0.01162
H 0.04482 -0.81132 -2.25333
H -0.04021 -2.32095 1.74121
H 3.12009 -1.60181 -0.13669
*
```

=====

(3)
The molecule C6H10N2 in a non-equilibrium geometry. Source: the Open Molecules 2025 dataset; level of theory: the ωB97M-V functional and the def2-TZVPD basis.

DFT total energy, eV: -9359.893
E_HOMO, eV: -8.9
SMILES: C1[C@H]2N[C@@H]3C[C@H]2N[C@H]13
Energy above the lowest of the compared OMol25 structures with the same formula, charge and spin, kJ/mol: 438.46
Lowest unoccupied orbital energy, eV: 1.0600

```
! RIJCOSX wB97M-V def2-TZVPD def2/J DEFGRID3
* xyz 0 1
C -1.66256 -0.11525 -0.10507
C -0.54056 0.59169 -1.01496
N -0.04151 1.59658 -0.17080
C 0.51935 0.66212 0.86245
C 1.68271 0.04470 0.10966
C 0.65587 -0.47076 -1.07377
N -0.12884 -1.47894 -0.25632
C -0.60227 -0.51097 0.99070
H -2.10090 0.81771 0.35970
H -2.33326 -0.98003 -0.22671
H -0.97658 1.13482 -1.81608
H -0.75138 2.08033 0.21014
H 0.83457 1.25233 1.76157
H 2.04379 -1.02232 0.61897
H 2.45556 0.71991 -0.36794
H 1.28165 -0.97708 -1.87893
H 0.57258 -2.05110 0.29626
H -0.90822 -1.29375 1.70112
*
```

=====

(4)
A structure of composition C35H33AsBrCaN2O5 in a non-equilibrium geometry. Source: the Open Molecules 2025 dataset; level of theory: the ωB97M-V functional and the def2-TZVPD basis.

DFT total energy, eV: -199370.411
E_HOMO, eV: -4.4
Energy above the lowest of the compared OMol25 structures with the same formula, charge and spin, kJ/mol: 97.71
Lowest unoccupied orbital energy, eV: 2.3152

```
! RIJCOSX wB97M-V def2-TZVPD def2/J DEFGRID3
* xyz -1 1
Ca 0.73771 -1.41539 -0.93527
O 0.72319 -7.41864 0.59832
C 0.74183 -6.27689 0.11611
C 1.84534 -5.59367 -0.61272
O 3.03742 -5.86847 -0.61756
C 1.30608 -4.31222 -0.96526
C -0.07519 -4.11011 -0.55146
O -0.73104 -3.03345 -0.83819
C -0.44685 -5.23542 0.25505
O -1.27914 -5.35987 1.13007
O 1.91438 -3.38057 -1.57593
C 2.61777 -5.27859 3.40830
C 3.00628 -4.22321 2.40800
C 4.22071 -4.15931 1.79415
C 4.56909 -3.07432 1.00606
C 3.62642 -2.11157 0.85757
Br 3.96505 -0.61807 -0.24842
N 2.39197 -2.18987 1.29305
C 2.04515 -3.22332 2.13583
H 1.49724 -5.18700 3.43412
H 3.04933 -4.82504 4.35881
H 2.97234 -6.29527 3.24123
H 4.95987 -4.93453 1.81362
H 5.47717 -3.03631 0.45476
H 1.05943 -3.13114 2.55543
C -1.81377 -2.47652 3.82263
C -1.50497 -1.31371 2.89708
C -0.60084 -0.34938 3.20921
C -0.10875 0.51952 2.22427
C 1.02803 1.42172 2.67771
C -0.72025 0.58440 0.94009
As 0.26401 1.77456 -0.35203
N 0.30344 0.70246 -1.85860
C -0.16995 1.03700 -3.14332
C -1.34637 1.80503 -3.41890
C -1.72703 2.04835 -4.73922
C -1.12171 1.43416 -5.80746
C -0.05435 0.54130 -5.48061
C 0.37046 0.27493 -4.20658
C -0.72384 3.44917 -0.60877
C -0.05280 4.35173 -1.43709
C 1.15858 3.98398 -2.26553
C -0.44818 5.66783 -1.35926
C -1.53197 6.14722 -0.62979
C -1.94798 7.60928 -0.58811
C -2.13505 5.24782 0.21734
C -1.73876 3.89536 0.27173
C -2.48325 3.03993 1.29441
C -1.70703 -0.35165 0.58801
C -2.43844 -0.51900 -0.74840
C -1.95678 -1.30058 1.56883
H -1.55166 -2.27423 4.84809
H -1.40371 -3.46034 3.50231
H -2.93216 -2.56387 3.75438
H -0.25726 -0.46478 4.19186
H 1.62052 0.98538 3.46256
H 0.40832 2.31463 2.99737
H 1.66117 1.73980 1.84896
H -1.77166 2.18273 -2.57055
H -2.50370 2.74862 -4.92486
H -1.46758 1.60916 -6.83920
H 0.54844 0.11919 -6.30261
H 1.18092 -0.39873 -3.95030
H 1.51734 3.03545 -1.85342
H 1.93862 4.78231 -2.20474
H 0.79022 3.79182 -3.29929
H 0.03569 6.47768 -2.01865
H -1.88200 8.16429 -1.55824
H -1.31740 8.24132 0.14028
H -3.00923 7.65137 -0.32407
H -2.89482 5.52836 0.91488
H -3.39802 3.66238 1.59957
H -1.83458 2.91311 2.18547
H -2.83617 2.11681 0.84574
H -3.50150 -0.63622 -0.59304
H -2.11569 -1.41820 -1.29624
H -2.43706 0.35634 -1.35004
H -2.61104 -2.13698 1.21044
*
```

=====

(5)
The molecule C18H20N2O3. Source: the Open Molecules 2025 dataset; level of theory: the ωB97M-V functional and the def2-TZVPD basis.

DFT total energy, eV: -28113.885
E_HOMO, eV: -7.9
SMILES: COc1ccccc1N[C@@H](C)C(=O)Nc1ccc(C(C)=O)cc1
Energy above the lowest of the compared OMol25 structures with the same formula, charge and spin, kJ/mol: 116.36
Lowest unoccupied orbital energy, eV: 0.4097

```
! RIJCOSX wB97M-V def2-TZVPD def2/J DEFGRID3
* xyz 0 1
C 2.56587 -1.28161 3.97066
O 1.36241 -1.39788 3.25495
C 1.35532 -2.17368 2.11623
C 2.45589 -2.81803 1.58942
C 2.34132 -3.56322 0.42105
C 1.12277 -3.66073 -0.21623
C 0.00966 -3.01646 0.30104
C 0.09847 -2.26653 1.47143
N -0.97041 -1.63192 2.06551
C -2.23216 -1.32454 1.44718
C -3.29076 -1.11810 2.52715
C -2.19870 -0.08659 0.51750
O -3.16528 0.62455 0.36460
N -0.99948 0.07917 -0.10485
C -0.60913 1.04988 -1.02269
C -1.43440 2.10020 -1.42007
C -0.98036 3.02907 -2.33428
C 0.30234 2.93794 -2.87403
C 0.85181 3.89991 -3.85796
C -0.05328 5.02422 -4.30173
O 1.97965 3.78899 -4.28885
C 1.12137 1.88063 -2.46758
C 0.67752 0.94995 -1.55752
H 2.33807 -0.65151 4.82928
H 3.34709 -0.80433 3.36998
H 2.91997 -2.25616 4.32102
H 3.41632 -2.74879 2.07470
H 3.21133 -4.05957 0.02107
H 1.02658 -4.23612 -1.12410
H -0.93544 -3.10445 -0.21243
H -0.71489 -1.04665 2.84653
H -2.53348 -2.17292 0.81946
H -4.23557 -0.84919 2.06455
H -3.41626 -2.02704 3.10856
H -2.99370 -0.30979 3.19177
H -0.28576 -0.61327 0.09373
H -2.42726 2.17778 -1.00968
H -1.64167 3.83074 -2.62233
H -0.33754 5.63502 -3.44775
H 0.47308 5.64163 -5.02518
H -0.95423 4.62199 -4.75947
H 2.11346 1.81284 -2.88819
H 1.31945 0.13457 -1.25243
*
```

=====

Question: Look up the DFT total energy of the second one.
Answer: -46196.322 eV

=====

Question: DFT total energy of number 1 (C3H5NS2)?
Answer: -26349.189 eV

=====

Question: DFT total energy of number 1 (C3H5NS2)?
Answer: -26349.189 eV